No. 1
# C36H37CsN6O3Se

C36H37CsN6O3Se as an isolated structure (ωB97M-V/def2-TZVPD, the OMol25 dataset).

```
84
C36H37CsN6O3Se ωB97M-V/def2-TZVPD
Cs -0.115 1.610 1.334
C 0.361 -2.918 0.452
C 1.074 -1.991 1.400
C 2.195 -1.277 0.980
C 2.838 -0.376 1.818
C 4.016 0.427 1.330
C 2.354 -0.202 3.113
C 1.238 -0.900 3.560
C 0.688 -0.654 4.938
C 0.607 -1.793 2.693
H -0.252 -3.646 0.983
H 1.073 -3.447 -0.185
H -0.306 -2.348 -0.201
H 2.566 -1.413 -0.032
H 4.911 0.211 1.918
H 3.822 1.498 1.418
H 4.230 0.214 0.282
H 2.827 0.515 3.775
H 0.219 -1.554 5.338
H -0.070 0.133 4.901
H 1.462 -0.310 5.624
H -0.276 -2.335 3.020
N -5.805 -0.622 -5.172
C -5.382 -0.775 -4.112
C -4.850 -0.974 -2.792
C -5.643 -1.570 -1.813
C -5.124 -1.777 -0.547
C -3.825 -1.385 -0.241
C -3.041 -0.784 -1.220
C -3.545 -0.583 -2.492
C -3.273 -1.634 1.124
C -3.120 -0.521 1.942
C -2.620 -0.433 3.281
C -2.739 0.882 3.644
C -3.314 1.549 2.513
N -3.533 0.740 1.502
C -3.002 -2.980 1.436
C -3.117 -4.084 0.540
C -2.711 -5.196 1.245
C -2.389 -4.720 2.547
N -2.561 -3.416 2.671
H -6.656 -1.868 -2.050
H -5.727 -2.246 0.219
H -2.026 -0.483 -0.999
H -2.929 -0.116 -3.250
H -2.248 -1.263 3.856
H -2.446 1.340 4.577
H -3.545 2.606 2.437
H -3.429 -4.042 -0.493
H -2.651 -6.215 0.892
H -2.038 -5.312 3.384
Se 2.485 2.703 6.712
C 1.631 2.759 5.109
N 1.104 2.764 4.072
O 0.075 0.171 -1.385
C 1.142 -0.034 -1.965
C 1.354 -1.280 -2.809
C 1.472 -0.980 -4.322
C 1.838 0.464 -4.672
C 3.198 0.927 -4.152
C 3.397 0.652 -2.655
N 2.179 0.813 -1.886
H 0.511 -1.939 -2.607
H 2.252 -1.788 -2.451
H 0.515 -1.209 -4.795
H 2.205 -1.660 -4.767
H 1.065 1.127 -4.273
H 1.808 0.583 -5.758
H 3.299 2.001 -4.324
H 4.003 0.435 -4.710
H 4.119 1.361 -2.253
H 3.792 -0.356 -2.503
H 2.010 1.749 -1.479
O -0.140 4.115 -0.319
C 0.957 4.438 -0.752
C 1.368 5.902 -0.945
C 2.781 5.797 -1.494
C 3.009 4.284 -1.593
O 4.037 3.802 -2.060
N 1.947 3.586 -1.118
H 1.292 6.416 0.013
H 0.662 6.375 -1.629
H 3.542 6.221 -0.837
H 2.916 6.241 -2.481
```

Computed properties:
Strongest force on any atom in hartree/bohr: 0.00526
Total charge: -2
Energy above the lowest of the compared OMol25 structures with the same formula, charge and spin in kJ/mol: 0.00
LUMO energy in eV: 3.6833
Gap between HOMO and LUMO in eV: 6.297
Calculated total energy in eV: -118915.819
2S+1: 1
M in g/mol: 813.60

***

No. 2
# C21H38AuN5S2Si3

C21H38AuN5S2Si3 as an isolated structure (ωB97M-V/def2-TZVPD, the OMol25 dataset).

```
70
C21H38AuN5S2Si3 ωB97M-V/def2-TZVPD
Au -0.142 0.285 -0.086
C -1.770 -4.164 -1.161
Si -0.686 -2.625 -1.109
C -1.092 -1.642 -2.663
C 1.097 -3.172 -1.375
C -0.903 -1.677 0.474
Si -2.637 -1.481 1.074
C -3.276 -3.007 1.979
C -2.782 -0.086 2.358
C -3.853 -1.120 -0.319
Si 0.222 -2.272 1.803
C -0.100 -1.604 3.537
C 0.262 -4.141 2.042
C 2.028 -1.718 1.477
C 3.137 -2.398 1.989
C 4.415 -1.927 1.734
C 4.566 -0.783 0.965
C 3.423 -0.149 0.501
N 2.193 -0.598 0.760
H -1.619 -4.713 -2.096
H -2.830 -3.897 -1.097
H -1.546 -4.841 -0.330
H -0.983 -2.278 -3.549
H -0.408 -0.794 -2.768
H -2.114 -1.255 -2.655
H 1.189 -3.674 -2.344
H 1.453 -3.866 -0.609
H 1.769 -2.309 -1.375
H -2.638 -3.241 2.837
H -3.300 -3.890 1.332
H -4.289 -2.836 2.358
H -2.826 -0.490 3.374
H -3.691 0.507 2.201
H -1.920 0.586 2.303
H -4.272 -2.040 -0.738
H -3.363 -0.577 -1.131
H -4.686 -0.506 0.036
H -1.085 -1.899 3.911
H -0.035 -0.513 3.584
H 0.653 -2.021 4.214
H -0.752 -4.501 2.243
H 0.884 -4.413 2.900
H 0.634 -4.681 1.168
H 2.990 -3.297 2.577
H 5.282 -2.444 2.128
H 5.545 -0.387 0.728
H 3.483 0.756 -0.094
N -0.181 4.448 0.264
C 0.586 3.376 0.507
N 0.838 3.083 1.792
S 1.243 2.467 -0.752
H -0.605 4.986 0.999
H -0.465 4.607 -0.686
H 0.426 3.591 2.555
H 1.355 2.241 1.985
N -6.987 2.628 -1.529
C -6.054 2.299 -2.435
S -6.467 2.058 -4.014
C -4.649 2.183 -1.928
C -3.610 1.889 -2.798
C -2.318 1.792 -2.309
N -2.002 1.945 -1.023
C -2.998 2.237 -0.188
C -4.316 2.366 -0.588
H -7.943 2.641 -1.839
H -6.796 2.712 -0.548
H -3.818 1.746 -3.849
H -1.487 1.587 -2.975
H -2.721 2.371 0.852
H -5.056 2.615 0.161
```

Computed properties:
Strongest force on any atom in hartree/bohr: 0.01272
Energy above the lowest of the compared OMol25 structures with the same formula, charge and spin in kJ/mol: 55.72
LUMO energy in eV: -0.5408
Gap between HOMO and LUMO in eV: 6.457
Calculated total energy in eV: -78843.939
2S+1: 1
M in g/mol: 705.93

***

No. 3
# C4H4O2

One molecule with the formula C4H4O2 (ωB97M-V/def2-TZVPD, the OMol25 dataset).

```
10
C4H4O2 ωB97M-V/def2-TZVPD
C 1.419 0.389 -0.600
C 0.670 -0.376 0.166
C -0.655 -0.137 0.675
C -2.080 0.343 -0.430
O -1.456 -0.783 -0.331
O -1.405 1.010 0.526
H 2.260 0.019 -1.211
H 1.354 1.477 -0.551
H 0.651 -1.457 0.063
H -0.759 -0.484 1.694
```

Computed properties:
Strongest force on any atom in hartree/bohr: 0.09691
Energy above the lowest of the compared OMol25 structures with the same formula, charge and spin in kJ/mol: 376.06
LUMO energy (alpha / beta) in eV: 0.9485 / -1.5195
Gap between HOMO and LUMO (alpha / beta) in eV: 7.167 / 9.081
Calculated total energy in eV: -8300.096
2S+1: 3
⟨S²⟩: 2.00
M in g/mol: 84.07

***

No. 4
# C13H17FN2Tc

C13H17FN2Tc as an isolated structure (ωB97M-V/def2-TZVPD, the OMol25 dataset).

```
34
C13H17FN2Tc ωB97M-V/def2-TZVPD
C -3.471 -0.259 0.234
C -3.743 0.991 -0.593
H -3.685 -1.167 -0.335
H -4.199 -0.271 1.053
H -2.481 -0.356 0.744
H -3.082 1.142 -1.462
H -4.776 0.981 -0.970
H -3.725 1.883 0.034
C 0.242 -2.806 -0.031
C 1.263 -3.769 -0.035
C 2.441 -3.534 -0.747
C 2.569 -2.315 -1.388
H -0.705 -2.971 0.477
H 1.123 -4.688 0.531
H 3.253 -4.262 -0.772
H 3.476 -2.027 -1.919
N 0.386 -1.585 -0.620
C 1.546 -1.342 -1.270
C 1.716 0.020 -1.719
N 0.721 0.905 -1.367
C 0.913 2.219 -1.722
C 3.069 1.786 -2.716
C 2.073 2.680 -2.334
H 0.155 2.958 -1.491
H 2.118 3.762 -2.494
C 2.881 0.450 -2.385
H 3.649 -0.287 -2.602
H 3.967 2.146 -3.215
Tc -0.947 0.202 -0.373
C -1.292 2.203 0.030
H -1.437 2.778 -0.911
H -0.311 2.555 0.454
H -2.126 2.615 0.653
F -0.562 -0.216 1.394
```

Computed properties:
Strongest force on any atom in hartree/bohr: 0.03902
Total charge: +2
LUMO energy (alpha / beta) in eV: -9.5998 / -9.6200
Gap between HOMO and LUMO (alpha / beta) in eV: 6.678 / 6.661
Calculated total energy in eV: -21634.449
2S+1: 4
⟨S²⟩: 3.77
M in g/mol: 318.29

***

No. 5
# C24H72BF3N5O17

A 14-piece molecular cluster, C24H72BF3N5O17 overall (ωB97M-V/def2-TZVPD, the OMol25 dataset).

```
122
C24H72BF3N5O17 ωB97M-V/def2-TZVPD
C 4.083 -2.589 -0.597
N 2.965 -1.582 -0.521
C 2.356 -1.218 -1.858
C 2.663 -1.710 -3.391
C 2.351 -0.593 -4.554
O 3.518 0.294 -4.686
N 1.244 -0.219 -1.601
C 1.304 -0.122 -0.085
N 0.383 0.686 0.531
C 0.201 0.928 2.001
C -1.271 1.482 2.476
C -2.489 0.345 2.323
O -3.737 0.652 1.923
O -2.208 -1.094 2.606
B -0.530 1.408 -0.498
N -1.763 0.785 -1.128
O -0.089 2.795 -0.840
N 2.375 -0.929 0.585
C 2.840 -1.122 1.997
C 3.558 0.220 2.680
C 4.672 0.932 1.694
F 5.311 0.015 0.722
F 4.169 2.168 1.027
F 5.783 1.384 2.613
H 3.983 -3.326 -1.530
H 5.157 -2.106 -0.702
H 4.096 -3.300 0.351
H 1.922 -2.620 -3.605
H 3.770 -2.085 -3.467
H 1.368 0.035 -4.381
H 2.186 -1.184 -5.569
H 3.305 1.198 -4.262
H 0.973 1.789 2.299
H 0.390 -0.030 2.689
H -1.569 2.534 2.062
H -1.182 1.631 3.659
H -2.220 -1.603 1.721
H -1.902 -0.205 -0.819
H -2.560 1.406 -0.849
H -0.106 3.382 -0.010
H 1.953 -1.540 2.679
H 3.680 -1.968 2.083
H 2.790 0.962 3.160
H 4.187 -0.220 3.594
C 0.005 -4.022 0.466
O 1.148 -3.588 1.179
H -0.177 -5.075 0.694
H -0.862 -3.431 0.771
H 0.178 -3.908 -0.607
H 1.285 -2.651 0.958
C 6.229 2.874 -4.002
O 4.915 3.373 -4.171
H 6.228 1.799 -4.198
H 6.901 3.371 -4.705
H 6.559 3.054 -2.976
H 4.946 4.328 -3.990
C 8.120 -0.836 -4.240
O 6.931 -1.508 -4.613
H 8.909 -1.574 -4.080
H 8.419 -0.153 -5.039
H 7.951 -0.280 -3.315
H 6.249 -0.828 -4.748
C -6.063 1.921 -0.625
O -4.752 1.396 -0.726
H -6.478 2.036 -1.629
H -6.689 1.233 -0.051
H -6.029 2.896 -0.133
H -4.410 1.305 0.179
C -2.907 0.685 5.846
O -1.678 1.288 6.203
H -2.705 -0.262 5.340
H -3.497 0.495 6.746
H -3.457 1.346 5.170
H -1.889 2.126 6.649
C -7.994 3.843 1.799
O -8.442 2.637 1.209
H -7.967 4.624 1.035
H -8.683 4.138 2.594
H -6.990 3.700 2.206
H -8.455 1.963 1.910
C -11.009 1.080 3.225
O -9.699 0.555 3.124
H -11.425 1.195 2.221
H -11.635 0.392 3.799
H -10.976 2.055 3.717
H -9.356 0.464 4.029
C 10.306 3.251 -4.607
O 9.040 3.588 -5.142
H 10.206 3.093 -3.530
H 10.668 2.333 -5.076
H 11.009 4.067 -4.789
H 9.160 3.723 -6.098
C 3.507 6.230 -5.682
O 4.650 6.664 -4.969
H 3.325 5.177 -5.455
H 2.640 6.821 -5.377
H 3.680 6.344 -6.755
H 4.787 7.601 -5.191
C -3.922 -4.629 0.188
O -2.980 -4.589 -0.868
H -3.898 -3.677 0.722
H -4.922 -4.791 -0.220
H -3.663 -5.437 0.877
H -3.024 -5.447 -1.323
C -7.522 -6.199 1.065
O -6.580 -6.158 0.009
H -7.498 -5.246 1.599
H -8.522 -6.360 0.657
H -7.263 -7.006 1.754
H -6.624 -7.016 -0.446
C 0.731 3.959 6.969
O -0.583 4.458 6.800
H 0.730 2.884 6.772
H 1.403 4.456 6.265
H 1.061 4.139 7.995
H -0.552 5.413 6.981
C -1.009 -7.795 -0.333
O -2.042 -7.805 -1.301
H -0.213 -7.127 -0.670
H -1.404 -7.436 0.620
H -0.608 -8.805 -0.216
H -2.733 -8.406 -0.975
```

Computed properties:
Strongest force on any atom in hartree/bohr: 0.17223
Total charge: +1
LUMO energy in eV: -2.8922
Gap between HOMO and LUMO in eV: 8.388
Calculated total energy in eV: -77124.119
2S+1: 1
M in g/mol: 770.66

***

No. 6
# C4H10O

One molecule with the formula C4H10O (ωB97M-V/def2-TZVPD, the OMol25 dataset).

```
15
C4H10O ωB97M-V/def2-TZVPD
C -0.037 1.288 0.682
C -0.055 -0.126 0.066
C 1.343 -0.699 -0.146
C -0.903 -0.211 -1.202
O -0.620 -1.009 1.059
H -0.638 2.034 0.150
H -0.477 1.098 1.659
H 0.964 1.702 0.846
H 1.926 -0.580 0.773
H 1.249 -1.767 -0.365
H 1.886 -0.217 -0.966
H -0.434 0.264 -2.072
H -1.077 -1.266 -1.434
H -1.874 0.273 -1.041
H -1.574 -0.859 1.122
```

Computed properties:
Strongest force on any atom in hartree/bohr: 0.01200
Energy above the lowest of the compared OMol25 structures with the same formula, charge and spin in kJ/mol: 22.98
LUMO energy in eV: 0.9349
Gap between HOMO and LUMO in eV: 11.222
Calculated total energy in eV: -6357.565
2S+1: 1
SMILES: CC(C)(C)O
M in g/mol: 74.12

***

No. 7
# C31H32BrCl4KN4O3SSi

C31H32BrCl4KN4O3SSi as an isolated structure (ωB97M-V/def2-TZVPD, the OMol25 dataset).

```
78
C31H32BrCl4KN4O3SSi ωB97M-V/def2-TZVPD
K 1.699 3.767 2.599
Cl 14.322 -7.883 -4.830
C 10.701 -7.815 3.898
C 11.374 -8.100 2.796
Cl 12.024 -8.210 -4.599
C 9.115 -7.070 0.980
Cl -0.399 2.129 1.448
C 9.374 -6.026 0.200
O -8.048 -6.367 -2.702
C 9.599 -3.262 -2.769
O 10.347 -2.439 -3.005
C 13.934 -5.699 -1.187
Cl 8.742 -4.927 -0.657
C -1.139 -0.758 1.758
Si -2.971 -0.570 1.603
C -3.374 1.144 2.281
C -4.092 -1.542 2.880
N -3.826 -0.216 -0.057
C -4.945 -0.721 -0.328
C -6.211 0.296 -1.134
C -7.441 0.199 -0.223
C -7.715 -1.170 0.473
C -6.757 -2.265 0.695
C -5.545 -2.019 0.163
H -0.619 -1.779 1.945
H -1.071 -0.275 2.719
H -0.573 -0.069 1.085
H -2.650 1.644 2.875
H -4.248 0.912 2.903
H -3.622 1.765 1.419
H -3.433 -1.307 3.847
H -4.157 -2.526 2.949
H -5.066 -0.970 3.061
H -6.064 -0.088 -2.149
H -8.252 0.332 -0.931
H -8.546 -1.488 -0.085
H -6.935 -3.302 1.021
H -4.808 -2.818 0.394
Br 2.197 8.599 -1.590
C -6.781 3.392 -1.504
C -8.466 3.545 0.329
C -7.579 2.737 0.982
C -6.739 1.592 0.453
C -5.706 1.704 -0.885
N -5.924 2.705 -1.948
H -9.316 4.016 0.743
H -7.449 2.428 2.092
H -6.164 1.082 1.260
H -4.643 1.863 -0.666
C 6.508 1.432 -0.660
C 4.931 1.269 -0.795
C 4.124 2.613 -0.735
N 4.391 3.717 -0.137
C 3.574 4.708 -0.443
S 1.973 4.351 -0.679
N 4.036 5.884 0.090
C 5.393 5.968 0.224
O 6.211 6.095 0.999
C 5.951 5.932 -1.379
C -7.579 -6.045 -1.707
C -7.837 3.893 -1.021
C 14.983 -6.467 -1.190
C 13.962 -5.967 0.121
C 6.221 5.837 -2.563
H 6.574 1.576 0.449
H 6.716 2.327 -1.291
H 7.234 0.631 -0.791
H 4.717 0.553 -0.014
H 4.739 0.847 -1.856
H 3.115 2.217 -0.807
H -8.744 7.565 -3.958
H -8.418 -7.542 2.123
H -8.350 8.790 -3.878
H -8.728 -7.668 1.459
H -8.241 -0.768 1.321
H 11.170 -8.795 1.763
H 2.539 7.188 -1.596
H 6.680 5.686 -3.652
```

Computed properties:
Strongest force on any atom in hartree/bohr: 0.20101
Total charge: -2
Energy above the lowest of the compared OMol25 structures with the same formula, charge and spin in kJ/mol: 3793.04
LUMO energy (alpha / beta) in eV: -0.7834 / -0.7830
Gap between HOMO and LUMO (alpha / beta) in eV: 2.247 / 3.044
Calculated total energy in eV: -199903.607
2S+1: 1
M in g/mol: 829.59

***

No. 8
# C18H23Br6F16O4V

C18H23Br6F16O4V as an isolated structure (ωB97M-V/def2-TZVPD, the OMol25 dataset).

```
68
C18H23Br6F16O4V ωB97M-V/def2-TZVPD
V 1.525 -0.593 -2.223
C -1.015 0.479 0.502
C 0.037 0.264 -0.498
O 0.798 -0.797 -0.377
O 0.135 1.016 -1.498
H -0.499 0.412 1.493
H -1.660 -0.417 0.371
H -1.603 1.357 0.222
Br -5.961 -1.056 -2.125
C -4.197 -1.775 -1.476
C -3.532 -2.506 -2.634
Br -1.534 -2.671 -2.172
H -4.461 -2.296 -0.563
H -3.697 -0.889 -1.118
H -3.539 -1.890 -3.511
H -3.969 -3.505 -2.858
Br -5.959 2.565 3.309
C -5.711 0.610 2.883
C -4.251 0.390 2.652
Br -4.086 -1.544 2.256
H -6.343 0.465 2.006
H -6.119 0.021 3.711
H -3.709 0.674 3.560
H -3.886 0.968 1.838
Br -2.629 2.048 -4.829
C -2.422 3.033 -3.163
C -3.580 2.711 -2.242
Br -3.160 3.450 -0.484
H -2.360 4.115 -3.278
H -1.536 2.662 -2.654
H -3.809 1.701 -1.961
H -4.541 3.165 -2.531
C 3.505 4.082 -0.542
C 3.178 3.928 0.951
C 1.952 3.092 1.390
F 0.842 3.688 0.941
F 2.063 1.825 0.898
F 4.202 3.396 1.668
F 2.836 5.126 1.409
O 3.963 2.824 -0.983
C 4.919 2.759 -1.975
C 6.340 2.976 -1.289
F 7.275 3.105 -2.231
F 6.296 4.199 -0.695
F 4.875 1.485 -2.475
F 4.680 3.519 -3.037
H 4.306 4.837 -0.572
H 2.575 4.414 -1.034
H 1.932 3.060 2.485
H 6.592 2.204 -0.525
C 0.675 -3.998 1.854
C 1.024 -2.766 2.731
C 2.148 -1.828 2.177
F 2.151 -0.702 2.919
F 3.405 -2.384 2.306
F -0.096 -1.997 2.876
F 1.387 -3.167 3.942
O 1.930 -4.573 1.354
C 1.957 -5.181 0.112
C 1.085 -6.395 -0.139
F -0.228 -6.040 -0.149
F 1.369 -6.909 -1.323
F 1.614 -4.250 -0.882
F 3.200 -5.490 -0.061
H 0.032 -3.656 1.008
H 0.115 -4.719 2.502
H 2.009 -1.532 1.124
H 1.167 -7.101 0.656
```

Computed properties:
Strongest force on any atom in hartree/bohr: 0.04608
Total charge: +1
LUMO energy (alpha / beta) in eV: -5.5071 / -5.6412
Gap between HOMO and LUMO (alpha / beta) in eV: 6.690 / 6.555
Calculated total energy in eV: -516643.944
2S+1: 4
⟨S²⟩: 3.76
M in g/mol: 1137.71